--- 1 ---
C5H14 | wB97M-V/def2-TZVPD

Geometry as XYZ:
```
19
Properties=species:S:1:pos:R:3:mulliken_charge:R:1
C -1.81335 -0.45353 -1.59619 -0.794
C -0.87760 0.45790 -2.41303 -1.501
C -1.13947 -1.30171 -0.49920 -1.154
H -2.84134 -0.17315 -1.37369 0.903
H -2.08095 -1.23184 -2.34080 0.057
H -1.53973 1.13461 -2.95237 0.285
H -0.52217 -2.02040 -1.04385 0.587
H -0.65480 -0.74591 0.29000 0.075
H -0.23912 -0.16140 -3.04376 0.620
H -0.19642 0.95546 -1.73033 0.303
H -1.92313 -1.94974 -0.12540 0.307
C 1.90052 0.03510 2.65177 -1.686
C 1.72276 1.21208 1.71908 -2.932
H 1.00539 -0.57055 2.77226 0.613
H 2.82005 -0.52714 2.46975 0.488
H 2.14702 0.40676 3.65404 0.472
H 0.93625 1.91632 1.97810 0.632
H 2.64753 1.80959 1.76347 1.112
H 1.73012 1.05956 0.63590 0.614
```

2S+1: 2
gap between HOMO and LUMO (alpha / beta): 2.6 / 11.8 eV
lowest unoccupied orbital energy (alpha / beta): 4.1 / 4.3 eV
net charge: -1

--- 2 ---
C5H14 | wB97M-V/def2-TZVPD

Geometry as XYZ:
```
19
Properties=species:S:1:pos:R:3:mulliken_charge:R:1
C -1.23579 -2.26733 -0.91527 -3.261
C -0.42077 -1.81688 -2.10081 -1.275
H -0.74203 -2.23734 0.06428 0.653
H -2.00029 -1.50594 -0.72189 0.577
H -1.63658 -3.27378 -0.93083 1.313
H -1.02584 -1.57379 -2.97429 0.712
H 0.26607 -2.60122 -2.45101 0.476
H 0.21496 -0.94953 -1.94342 0.019
C 0.50024 0.99534 1.37908 0.190
C 1.79359 1.16318 0.53278 -1.127
C -0.49341 2.17310 1.36461 -2.268
H -0.01804 0.05155 1.25053 0.256
H 0.88575 1.05253 2.40580 0.058
H 1.83106 2.12004 0.01735 0.294
H -1.42575 1.79656 1.78689 0.786
H -0.16249 2.99889 1.99418 0.407
H 1.74643 0.37924 -0.23998 -0.002
H 2.68341 0.96057 1.11425 0.611
H -0.76053 2.53480 0.36774 0.580
```

2S+1: 2
gap between HOMO and LUMO (alpha / beta): 2.7 / 11.7 eV
lowest unoccupied orbital energy (alpha / beta): 4.3 / 4.1 eV
net charge: -1

Which one is most stable, and which one is least stable? 2 is the most stable of them, while 1 is the least stable.

--- 1 ---
C28H41F5N4OP2SiTi | wB97M-V/def2-TZVPD

Geometry as XYZ:
```
83
Properties=species:S:1:pos:R:3:mulliken_charge:R:1
Ti -0.25823 0.17218 -0.07523 -0.743
C 1.51130 -0.71137 3.49326 -1.415
P 1.84970 0.16544 1.92049 0.993
C 3.49112 -0.50403 1.49832 -1.848
C 2.12617 1.87678 2.43917 0.824
C 3.33714 2.32081 2.96078 -1.034
C 3.48354 3.64392 3.35098 -0.849
C 2.41875 4.52506 3.23149 -0.922
C 1.20692 4.08953 2.71462 -1.088
C 1.05586 2.76801 2.30752 0.368
P -0.50504 2.15089 1.61378 2.143
C -1.33073 3.58727 0.87469 -1.680
C -1.51086 1.80213 3.08919 -0.918
H 2.30865 -0.49590 4.20552 0.504
H 1.48125 -1.79172 3.33766 0.452
H 0.57251 -0.38504 3.94283 0.343
H 4.09994 -0.59478 2.39845 0.642
H 4.00233 0.13945 0.78520 0.530
H 3.38528 -1.49606 1.05786 0.341
H 4.17588 1.64364 3.06182 0.440
H 4.42978 3.98617 3.74759 0.469
H 2.53274 5.55660 3.53611 0.460
H 0.39160 4.79530 2.62337 0.399
H -1.54706 4.34501 1.62758 0.659
H -2.27322 3.26852 0.42972 0.290
H -0.69751 4.01668 0.09881 0.340
H -1.50262 2.68632 3.72829 0.557
H -1.10982 0.96821 3.66351 0.117
H -2.53568 1.57815 2.80177 0.057
N -0.53887 -1.61150 1.16136 -0.257
C 0.28364 -2.82339 0.87305 -0.240
C -0.21592 -3.52491 -0.37680 -1.145
C -0.04790 -2.71216 -1.64592 -0.374
N -0.83684 -1.45510 -1.59546 -0.346
H -0.42347 -1.35410 2.13815 0.312
H -1.51744 -1.87588 1.08499 -0.403
H 0.23118 -3.50183 1.72562 0.481
H 1.32228 -2.51259 0.74703 0.059
H -1.26614 -3.80996 -0.24026 0.362
H 0.33375 -4.46011 -0.48870 0.475
H -0.35088 -3.30596 -2.50921 0.498
H 0.99573 -2.43464 -1.78479 0.017
H -1.82950 -1.67191 -1.52858 0.174
H -0.72016 -0.97674 -2.48540 0.298
C 0.40355 2.42635 -3.12076 -1.116
C -0.97965 2.16737 -2.61810 0.305
C -2.07429 2.66529 -3.28202 -0.991
C -3.36084 2.38161 -2.81337 -1.084
C -3.54135 1.60447 -1.69682 -0.788
C -2.40032 1.12721 -1.03165 0.537
N -1.15592 1.43148 -1.48756 1.688
N -2.31669 0.33100 0.07293 0.728
Si -3.81007 -0.32075 0.80812 0.240
C -4.62016 -1.45761 -0.43152 -1.329
C -3.39673 -1.35081 2.32302 -1.224
C -4.94893 1.05552 1.35618 -1.197
H 0.35997 2.84311 -4.12375 0.625
H 0.98793 1.50814 -3.15755 0.076
H 0.92375 3.14138 -2.48259 0.091
H -1.93012 3.26204 -4.17065 0.557
H -4.22152 2.76712 -3.34479 0.498
H -4.53038 1.35823 -1.34714 0.419
H -4.02281 -2.36199 -0.58724 0.319
H -4.79083 -0.99543 -1.40522 0.412
H -5.59132 -1.79103 -0.05739 0.432
H -3.11051 -2.38242 2.10048 0.425
H -4.32477 -1.43123 2.89561 0.498
H -2.65922 -0.91672 2.99957 0.340
H -5.54321 1.48991 0.55369 0.380
H -4.42040 1.87563 1.84689 0.360
H -5.65596 0.64880 2.08351 0.474
F 6.18518 2.12353 -2.17009 -0.293
C 4.99514 1.61172 -1.91605 0.616
C 4.01572 2.39024 -1.31722 0.193
F 4.25980 3.65367 -1.00107 -0.310
C 2.77646 1.83884 -1.05276 0.136
F 1.81835 2.59561 -0.48354 -0.308
C 2.47556 0.52078 -1.36899 -0.489
O 1.28809 -0.02138 -1.05870 0.833
C 3.46623 -0.23953 -1.98013 -0.119
F 3.21406 -1.51723 -2.27356 -0.357
C 4.71547 0.29301 -2.25054 0.368
F 5.64511 -0.45611 -2.81616 -0.286
```

gap between HOMO and LUMO: 7.1 eV
lowest unoccupied orbital energy: -6.7 eV
net charge: +2

--- 2 ---
C28H41F5N4OP2SiTi | wB97M-V/def2-TZVPD

Geometry as XYZ:
```
83
Properties=species:S:1:pos:R:3:mulliken_charge:R:1
Ti 0.23852 -0.08719 0.15194 -1.018
C -3.34354 -1.85875 -0.16057 -1.504
P -1.91386 -1.33580 -1.18089 1.019
C -2.76897 -0.43135 -2.51467 -1.857
C -1.33154 -2.87429 -1.94133 0.874
C -1.96547 -3.45445 -3.03585 -1.078
C -1.47080 -4.62961 -3.58116 -0.872
C -0.34700 -5.23172 -3.03330 -0.912
C 0.28899 -4.66108 -1.94018 -1.115
C -0.19496 -3.47761 -1.39266 0.472
P 0.57698 -2.67931 0.04234 2.175
C 2.31519 -3.19337 0.04000 -1.669
C -0.12655 -3.59820 1.44806 -0.978
H -4.02432 -2.45173 -0.77211 0.508
H -3.89262 -0.98739 0.20388 0.460
H -3.03574 -2.47397 0.68463 0.376
H -3.69962 -0.94048 -2.76644 0.660
H -2.14492 -0.36999 -3.40350 0.530
H -3.01119 0.58006 -2.18707 0.315
H -2.84119 -2.99411 -3.47576 0.439
H -1.95982 -5.07356 -4.43747 0.465
H 0.03995 -6.14657 -3.46089 0.459
H 1.16835 -5.14156 -1.53253 0.407
H 2.40173 -4.27699 0.11444 0.681
H 2.81931 -2.74922 0.89854 0.304
H 2.79903 -2.84895 -0.87356 0.312
H 0.02537 -4.66567 1.28244 0.599
H -1.19632 -3.42021 1.54204 0.137
H 0.36673 -3.30245 2.37102 0.053
N -1.54350 0.31364 1.36350 -0.348
C -2.42569 1.44544 0.95489 -0.182
C -1.79469 2.77532 1.33276 -1.120
C -0.51179 3.08153 0.58019 -0.396
N 0.53981 2.07097 0.85621 -0.328
H -2.09954 -0.53414 1.44228 0.349
H -1.22149 0.49365 2.31085 -0.193
H -3.39487 1.34531 1.44558 0.494
H -2.58262 1.39384 -0.12396 0.020
H -1.61789 2.80051 2.41473 0.357
H -2.51336 3.56883 1.12625 0.479
H -0.15472 4.07521 0.85454 0.497
H -0.69461 3.07744 -0.49364 0.044
H 0.79142 2.08864 1.84300 0.206
H 1.37925 2.34737 0.35261 0.292
C 3.38356 0.60533 -1.97695 -1.112
C 3.46937 0.27326 -0.52257 0.336
C 4.68003 0.30453 0.12814 -1.011
C 4.74272 0.03797 1.49868 -1.058
C 3.60037 -0.24316 2.20517 -0.830
C 2.38308 -0.27489 1.50923 0.475
N 2.34127 -0.04527 0.16854 1.685
N 1.12523 -0.49530 1.98768 0.811
Si 0.85917 -0.70896 3.73689 0.251
C 1.16024 0.92749 4.57975 -1.320
C -0.92545 -1.19496 4.06653 -1.235
C 1.94253 -2.06163 4.43350 -1.276
H 4.32570 1.02729 -2.31720 0.621
H 2.59359 1.33028 -2.16916 0.071
H 3.18458 -0.28807 -2.56572 0.086
H 5.57420 0.54834 -0.42604 0.561
H 5.69650 0.07259 2.00897 0.499
H 3.63444 -0.42078 3.26777 0.384
H 0.40185 1.66584 4.29965 0.306
H 2.14084 1.35223 4.35849 0.397
H 1.09358 0.81102 5.66390 0.423
H -1.62373 -0.35519 4.10798 0.431
H -0.94118 -1.62372 5.07182 0.481
H -1.32710 -1.96050 3.40109 0.391
H 2.95748 -1.73657 4.66032 0.419
H 2.01952 -2.93408 3.78193 0.372
H 1.50706 -2.40111 5.37624 0.468
F -0.01243 0.60479 -6.90010 -0.291
C 0.03761 0.66337 -5.58188 0.626
C 0.60157 -0.37650 -4.85882 0.205
F 1.09090 -1.43940 -5.47920 -0.306
C 0.64844 -0.29652 -3.48091 0.145
F 1.18749 -1.30723 -2.77636 -0.318
C 0.14555 0.79717 -2.78566 -0.503
O 0.14705 0.84607 -1.44620 0.790
C -0.40750 1.83063 -3.53311 -0.132
F -0.92768 2.88148 -2.89247 -0.359
C -0.46655 1.77065 -4.91343 0.391
F -1.01048 2.76163 -5.59695 -0.286
```

gap between HOMO and LUMO: 7.2 eV
lowest unoccupied orbital energy: -6.6 eV
net charge: +2

Which one is most stable, and which one is least stable? 2 is the most stable of them, while 1 is the least stable.